# C20H30N7OV

A molecular structure, C20H30N7OV (ωB97M-V/def2-TZVPD, OMol25).

```
! RIJCOSX wB97M-V def2-TZVPD def2/J DEFGRID3
* xyz 2 3
V -0.40841 -0.07160 0.29921
N -0.37356 -0.86819 2.38547
C -1.57491 -0.43724 3.15849
C -2.37753 0.60764 2.38846
N -1.51386 1.49124 1.56668
C -2.39094 2.33753 0.69245
C -2.24560 1.96805 -0.77475
N -2.11614 0.49975 -0.90521
C -0.63652 2.31751 2.45273
C 0.85128 1.93958 2.39139
N 1.16170 1.25106 1.12508
H -0.29150 -1.87961 2.41073
H 0.45463 -0.52758 2.86071
H -1.26960 -0.06510 4.13564
H -2.21272 -1.30002 3.34364
H -2.97898 1.20012 3.08530
H -3.07632 0.11978 1.70978
H -2.12872 3.38609 0.80989
H -3.42671 2.23942 1.02376
H -1.33783 2.39754 -1.19226
H -3.09405 2.35051 -1.34344
H -1.84312 0.27310 -1.85883
H -3.01190 0.04860 -0.74225
H -0.98147 2.23319 3.48421
H -0.75666 3.36403 2.18456
H 1.13357 1.29561 3.22456
H 1.45708 2.83935 2.49856
H 2.06778 0.78912 1.18421
H 1.27292 1.93348 0.37712
C 1.82866 -3.59461 -1.10015
C 0.83699 -2.64508 -0.52872
N 0.97006 -1.37023 -0.50151
N 2.03169 -0.76441 -1.14495
C 1.60085 0.39040 -1.59396
O 0.38752 0.81025 -1.33390
C 2.49699 1.24911 -2.38101
C 2.02607 2.46449 -2.87735
C 2.86640 3.28448 -3.61177
C 4.17701 2.89334 -3.84923
C 4.64982 1.68245 -3.35764
C 3.81430 0.85737 -2.62714
C -0.49084 -3.09370 -0.05479
C -0.82559 -4.43114 0.06963
C -2.12502 -4.77519 0.41401
C -3.05196 -3.76726 0.61267
C -2.63633 -2.45251 0.48177
N -1.38898 -2.10336 0.16221
H 2.67627 -3.05115 -1.50336
H 2.17590 -4.28541 -0.32833
H 1.37161 -4.19231 -1.89090
H 0.99944 2.75464 -2.69946
H 2.50039 4.22336 -4.00396
H 4.83294 3.53273 -4.42482
H 5.67043 1.38169 -3.55027
H 4.16970 -0.09011 -2.24704
H -0.07919 -5.19077 -0.11362
H -2.41023 -5.81385 0.51306
H -4.08083 -3.98694 0.85918
H -3.34600 -1.64922 0.63545
*
```

For the largest force on an atom, the calculation gives 0.004 hartree/bohr. Its HOMO energy (alpha / beta) is -13.738 / -13.729 eV. The value obtained for the LUMO energy (alpha / beta) is -6.3 / -6.7 eV. For the orbital gap (alpha / beta), the calculation gives 0.273 / 0.259 hartree. As for the energy above the lowest of the compared OMol25 structures with the same formula, charge and spin: 7.6 kcal/mol.

Partial atomic charges computed with the natural (NBO) method, in multiples of e:
1 V 1.555
2 N -0.848
3 C -0.247
4 C -0.220
5 N -0.486
6 C -0.232
7 C -0.232
8 N -0.830
9 C -0.243
10 C -0.231
11 N -0.847
12 H 0.407
13 H 0.398
14 H 0.226
15 H 0.238
16 H 0.232
17 H 0.199
18 H 0.236
19 H 0.217
20 H 0.235
21 H 0.233
22 H 0.425
23 H 0.387
24 H 0.224
25 H 0.231
26 H 0.196
27 H 0.239
28 H 0.418
29 H 0.418
30 C -0.692
31 C 0.305
32 N -0.341
33 N -0.407
34 C 0.577
35 O -0.800
36 C -0.108
37 C -0.182
38 C -0.210
39 C -0.154
40 C -0.204
41 C -0.163
42 C 0.144
43 C -0.197
44 C -0.110
45 C -0.213
46 C 0.053
47 N -0.500
48 H 0.280
49 H 0.253
50 H 0.256
51 H 0.215
52 H 0.232
53 H 0.235
54 H 0.235
55 H 0.234
56 H 0.255
57 H 0.257
58 H 0.256
59 H 0.196

=====

# C7H5N

2 unconnected molecules or ions with the total composition C7H5N at a distorted geometry (ωB97M-V/def2-TZVPD, OMol25).

```
! RIJCOSX wB97M-V def2-TZVPD def2/J DEFGRID3
* xyz 0 1
C 0.35040 2.03824 -0.05805
C -0.39434 -0.46384 0.34477
C -1.72527 -0.28234 0.39917
N 0.36419 2.44429 -1.15501
C 0.38884 -0.66461 1.51700
C 0.26103 -0.85455 -0.88174
C 1.08351 -0.81086 2.48428
C 0.80650 -1.22111 -1.88759
H 0.39956 2.56316 -2.14357
H -2.22555 -0.16182 1.34370
H -2.31781 -0.20752 -0.49737
H 1.72152 -0.89128 3.31680
H 1.28741 -1.48776 -2.78238
*
```

For the largest force on an atom, the calculation gives 0.037 hartree/bohr. Its HOMO energy is -8.960 eV. The value obtained for the LUMO energy is 0.3 eV. For the orbital gap, the calculation gives 0.341 hartree. As for the energy above the lowest of the compared OMol25 structures with the same formula, charge and spin: 99.2 kcal/mol.

Partial atomic charges computed with the natural (NBO) method, in multiples of e:
1 C 0.302
2 C -0.183
3 C -0.274
4 N -0.741
5 C -0.022
6 C -0.018
7 C -0.182
8 C -0.206
9 H 0.444
10 H 0.209
11 H 0.204
12 H 0.232
13 H 0.232

=====

# C39H126N36O21

21 unconnected molecules or ions with the total composition C39H126N36O21 at a distorted geometry (ωB97M-V/def2-TZVPD, OMol25).

```
! RIJCOSX wB97M-V def2-TZVPD def2/J DEFGRID3
* xyz 0 1
C 0.67873 -5.60189 -4.43499
C 0.56374 -4.12140 -4.03389
C -0.79325 -3.53948 -4.38644
O -0.94137 -2.10428 -4.10371
C -2.08768 -1.57877 -4.68633
N 0.64570 -4.12038 -2.50824
H 0.99224 -5.81802 -5.45631
H -0.23861 -6.13157 -4.17803
H 1.50427 -6.03558 -3.87063
H 1.28538 -3.46868 -4.52511
H -1.67655 -4.07988 -4.04605
H -0.96249 -3.63482 -5.45899
H -2.10990 -1.76714 -5.75970
H -2.09495 -0.48946 -4.64803
H -3.01027 -2.01783 -4.30669
H 1.25708 -4.86006 -2.19329
H -0.21904 -4.40002 -2.06763
C 0.88295 5.08815 -2.20289
C 0.91876 3.77144 -1.46100
C 0.31403 2.60969 -2.28164
O -0.95694 3.03036 -2.85817
C -1.91898 1.97529 -2.94970
N 2.22783 3.45955 -1.15277
H 0.96872 5.85415 -1.43219
H -0.03982 5.33155 -2.72954
H 1.61147 5.21049 -3.00438
H 0.29353 3.93317 -0.58293
H 0.07353 1.84305 -1.54507
H 0.94102 2.10845 -3.01902
H -2.94947 2.31506 -3.05336
H -2.12946 1.36334 -2.07259
H -1.60621 1.39442 -3.81738
H 2.34060 2.78449 -0.41002
H 2.77249 3.10196 -1.92451
C 5.78399 0.89926 -1.04289
C 6.49479 -0.27091 -1.76525
C 7.46443 -1.04747 -0.85462
O 8.11355 -2.26792 -1.28030
C 9.02069 -2.14063 -2.36677
N 5.47692 -1.09865 -2.45447
H 5.20555 0.60494 -0.16717
H 5.05004 1.44977 -1.63142
H 6.60224 1.49183 -0.63370
H 7.13434 0.09889 -2.56671
H 6.94117 -1.10794 0.09966
H 8.27035 -0.34010 -0.65914
H 9.98342 -1.75869 -2.02710
H 8.67274 -1.40542 -3.09237
H 9.09714 -3.08947 -2.89775
H 5.93958 -1.63978 -3.17086
H 4.85300 -0.38942 -2.81199
C -0.29903 7.75729 1.72912
C -0.40284 6.91209 2.99466
C -1.59557 7.39647 3.83192
O -1.74118 8.69699 4.43119
C -0.69403 9.07480 5.42294
N -0.33858 5.47973 2.73765
H -0.21956 8.82502 1.93340
H -1.17377 7.55658 1.11053
H 0.56536 7.37852 1.18373
H 0.48856 7.17848 3.56259
H -1.86500 6.65872 4.58772
H -2.49328 7.34184 3.21611
H 0.24156 9.01013 4.86741
H -0.64427 8.36068 6.24493
H -0.86791 10.05917 5.85754
H 0.41510 5.05114 2.21960
H -1.13988 5.09145 2.26096
C 4.28414 -3.89020 -4.64327
C 5.72891 -4.04291 -4.76794
C 6.07420 -4.83267 -5.99432
O 7.46779 -4.96314 -6.43645
C 8.39521 -5.51996 -5.51156
N 6.24886 -2.70345 -4.75303
H 3.94798 -3.32972 -3.77093
H 3.89143 -4.89065 -4.46170
H 3.84771 -3.38120 -5.50265
H 6.09607 -4.58627 -3.89728
H 5.69112 -4.33385 -6.88456
H 5.56893 -5.79318 -5.89316
H 9.16451 -5.94872 -6.15377
H 7.95961 -6.32011 -4.91314
H 9.02349 -4.92946 -4.84471
H 7.23690 -2.75665 -4.95564
H 5.84724 -1.99448 -5.34981
C -8.81894 2.07207 0.69027
C -9.27919 2.00862 2.10114
C -8.37766 1.29619 3.12637
O -6.98457 1.69825 2.91343
C -5.92511 0.91909 3.52044
N -9.52038 3.34702 2.58881
H -8.40077 1.11369 0.38244
H -8.02027 2.81026 0.61752
H -9.51917 2.50914 -0.02159
H -10.22092 1.49153 1.91715
H -8.34223 0.23629 2.87446
H -8.61563 1.51823 4.16664
H -5.02431 1.31765 3.05374
H -6.19067 -0.12996 3.38976
H -5.80628 1.10321 4.58819
H -10.18082 3.83476 2.00056
H -8.68838 3.91083 2.48886
C -2.72101 2.23278 5.09127
O -2.15957 1.46863 5.85552
N -2.73108 2.12882 3.81950
N -3.49025 3.13483 5.52682
H -3.29467 2.82247 3.34906
H -2.19007 1.38630 3.39990
H -4.06524 3.68371 4.90375
H -3.64612 3.22297 6.52081
C 3.70592 -3.96267 4.14839
O 4.05836 -4.31492 5.28486
N 3.83880 -4.78232 3.21723
N 3.06848 -2.93758 3.68013
H 4.38358 -5.58447 3.49984
H 3.82737 -4.52083 2.24173
H 2.85170 -2.96498 2.69405
H 2.59610 -2.28506 4.28938
C -1.35088 -4.80558 0.46954
O -1.45193 -5.75813 -0.31467
N -2.46093 -4.33815 1.04356
N -0.20612 -4.23201 0.76532
H -3.43463 -4.53086 0.85681
H -2.17804 -3.59973 1.67189
H -0.33795 -3.38011 1.29162
H 0.71595 -4.54933 0.50229
C -6.10901 -1.90070 1.27861
O -6.82377 -2.62132 2.04660
N -6.68086 -1.13324 0.36658
N -4.82371 -1.80862 1.23205
H -6.21976 -0.46558 -0.23485
H -7.67844 -1.14159 0.52423
H -4.27048 -1.25460 0.59401
H -4.24246 -2.37881 1.82966
C -4.72903 -3.16031 -2.58786
O -4.72463 -3.88290 -3.54490
N -5.87131 -2.71450 -2.19591
N -3.74922 -2.78499 -1.81693
H -6.59586 -2.88280 -2.87913
H -5.91034 -2.56917 -1.19719
H -2.83960 -3.17179 -2.02447
H -3.90013 -1.92951 -1.30169
C 2.08594 -0.45705 -3.84913
O 3.11532 0.17529 -4.06753
N 0.95630 -0.23798 -4.50476
N 1.95139 -1.49834 -3.00683
H 0.83635 0.49168 -5.19274
H 0.18315 -0.86891 -4.34899
H 2.77352 -1.89002 -2.57003
H 1.11472 -2.06396 -3.01968
C 3.07245 0.77938 2.45971
O 3.01395 -0.36693 2.07125
N 2.08212 1.39215 2.77468
N 4.12369 1.49996 2.56891
H 1.23309 1.13024 2.29441
H 2.16077 2.23800 3.32099
H 5.03605 1.06691 2.58156
H 3.91511 2.26621 3.19297
C -4.00383 1.08912 -0.43532
O -3.92072 -0.00936 -0.83280
N -4.67398 1.98516 -1.10607
N -3.33245 1.60807 0.58539
H -4.90296 1.76759 -2.06540
H -4.59164 2.93094 -0.76137
H -2.65783 0.95785 0.96247
H -3.34204 2.56148 0.91858
C 2.09361 0.27893 6.09977
O 2.27554 -0.98971 6.08209
N 2.88972 1.21179 6.37444
N 0.94280 0.87796 5.91444
H 3.81395 1.08481 6.76143
H 2.68209 2.19798 6.30793
H 0.93156 1.88689 5.86940
H 0.02270 0.51101 6.11158
C 6.54023 -1.11281 4.80584
O 7.77401 -0.88121 5.01137
N 5.99762 -1.60844 3.68132
N 5.67232 -0.79052 5.75177
H 6.71786 -2.05556 3.13229
H 5.03952 -1.92298 3.62474
H 6.28011 -0.44004 6.47832
H 4.72557 -1.13451 5.82549
C -0.16347 -0.24192 0.23991
O -0.49938 0.43971 1.26069
N 1.04204 -0.70649 0.04387
N -1.00717 -0.54390 -0.65410
H 1.16152 -1.23127 -0.81078
H 1.76847 -0.60633 0.73840
H -1.98057 -0.27916 -0.60400
H -0.60734 -0.87047 -1.52220
C -6.24414 0.69012 -4.08175
O -7.13639 0.45802 -3.25202
N -6.18247 1.74158 -4.87690
N -5.22703 -0.05164 -4.35070
H -6.93963 2.41002 -4.87878
H -5.33748 1.84977 -5.41948
H -5.28199 -0.93332 -3.86108
H -4.64289 -0.01257 -5.17372
C -3.28821 5.18886 -0.05036
O -2.84528 4.84016 0.99175
N -2.82203 5.00542 -1.26212
N -4.50394 5.63662 -0.16675
H -3.13054 5.56480 -2.04443
H -1.98622 4.45680 -1.40541
H -4.87302 5.65953 -1.10662
H -5.02691 5.65903 0.69702
C -1.23029 -2.03289 3.56097
O -2.11813 -2.30194 2.76664
N -1.01996 -2.71532 4.61611
N -0.56674 -0.89494 3.64249
H -1.40482 -3.64123 4.73726
H -0.47183 -2.28340 5.34625
H 0.09791 -0.71252 4.38077
H -0.58219 -0.31863 2.81319
C 3.59669 -3.26868 -0.02716
O 2.84532 -3.62188 0.82938
N 3.94905 -4.06542 -1.02617
N 3.96733 -2.02118 -0.12661
H 4.68623 -3.65293 -1.57980
H 3.58170 -4.99107 -1.19450
H 3.69348 -1.41219 0.63118
H 4.50829 -1.64639 -0.89276
*
```

For the largest force on an atom, the calculation gives 0.227 hartree/bohr. Its HOMO energy is -8.665 eV. The value obtained for the LUMO energy is -0.4 eV. For the orbital gap, the calculation gives 0.302 hartree.

Mulliken population analysis, charges in e, atoms 1 to 99:
1 C -1.788
2 C 0.949
3 C -1.409
4 O -0.417
5 C -0.032
6 N -0.153
7 H 0.394
8 H 0.411
9 H 0.406
10 H 0.052
11 H 0.565
12 H 0.616
13 H 0.496
14 H -0.298
15 H 0.083
16 H 0.203
17 H -0.211
18 C -1.652
19 C 0.686
20 C -0.077
21 O -0.432
22 C -0.320
23 N -0.517
24 H 0.278
25 H 0.295
26 H 0.442
27 H 0.173
28 H -0.393
29 H 0.637
30 H 0.442
31 H 0.297
32 H 0.132
33 H 0.103
34 H 0.301
35 C -1.755
36 C 0.491
37 C -0.734
38 O -0.346
39 C -0.542
40 N 0.072
41 H 0.208
42 H 0.401
43 H 0.494
44 H 0.680
45 H 0.150
46 H 0.482
47 H 0.332
48 H 0.284
49 H 0.055
50 H -0.091
51 H -0.137
52 C -1.173
53 C 0.613
54 C -0.739
55 O -0.412
56 C -0.649
57 N -0.434
58 H 0.361
59 H 0.141
60 H 0.349
61 H 0.194
62 H 0.546
63 H 0.148
64 H 0.259
65 H 0.284
66 H 0.274
67 H 0.201
68 H 0.058
69 C -0.877
70 C 0.585
71 C -0.855
72 O -0.387
73 C -0.700
74 N -0.548
75 H -0.340
76 H 0.326
77 H 0.491
78 H 0.114
79 H 0.360
80 H 0.396
81 H 0.314
82 H 0.315
83 H 0.197
84 H 0.245
85 H 0.240
86 C -1.061
87 C 0.509
88 C -0.802
89 O -0.235
90 C -0.204
91 N -0.783
92 H 0.035
93 H 0.169
94 H 0.425
95 H 0.315
96 H 0.366
97 H 0.390
98 H -0.219
99 H 0.344